1.
Entry from OMol25: C2H3NO2S as an isolated structure in a non-equilibrium geometry (ωB97M-V with the def2-TZVPD basis set).

XYZ file:
```
9
C2H3NO2S ωB97M-V with the def2-TZVPD basis set
S -0.201 -1.445 0.050
O 1.998 -1.631 -0.183
O 2.130 1.702 -0.184
N 2.603 -0.662 0.306
C 1.654 0.653 0.087
C 0.178 0.305 0.370
H 0.061 0.695 1.429
H 0.013 -1.587 -1.281
H -0.386 0.827 -0.263
```

Computed properties:
Gap between HOMO and LUMO (alpha / beta) in eV: 7.379 / 7.549
Total energy in eV: -18538.199
Energy relative to the best compared isomer or geometry (same formula, charge and spin) in kJ/mol: 506.90

2.
Entry from OMol25: one molecule with the formula C9H13N3O3 in a non-equilibrium geometry (ωB97M-V with the def2-TZVPD basis set).

XYZ file:
```
28
C9H13N3O3 ωB97M-V with the def2-TZVPD basis set
O 0.357 -2.371 1.559
O 0.905 2.829 0.596
O -0.985 2.108 -3.377
N 0.577 -0.094 1.550
N 0.689 0.874 -0.562
N -0.291 2.751 -1.309
C -1.159 -0.449 -1.399
C -1.091 -2.328 3.977
C 1.354 -0.004 0.368
C 0.941 -0.225 -2.749
C -0.018 0.475 -1.770
C 0.124 -1.283 2.105
C -0.559 1.834 -2.267
C 0.497 2.184 -0.326
C -0.698 -1.201 3.266
H -0.992 -0.254 3.690
H -0.822 -1.424 -0.975
H 1.426 -1.004 -0.093
H -0.261 3.760 -1.526
H 2.340 0.344 0.570
H -1.679 -2.217 4.902
H 1.232 -1.197 -2.367
H -1.788 0.111 -0.678
H -0.876 -3.353 3.673
H -1.808 -0.655 -2.269
H 0.437 -0.351 -3.713
H 0.338 0.767 2.040
H 1.810 0.376 -2.918
```

Computed properties:
Gap between HOMO and LUMO in eV: 10.092
Total energy in eV: -20157.692
Energy relative to the best compared isomer or geometry (same formula, charge and spin) in kJ/mol: 0.00

- Among the records above, which one has the lowest energy relative to the best compared isomer or geometry (same formula, charge and spin)?
  C9H13N3O3